No. 1
Here is a structure of composition C36H60F36N9O27S12 in a non-equilibrium geometry from the OMol25 dataset. Energies are from ωB97M-V/def2-TZVPD.

Results
Charge: -3
LUMO (eV): 3.29
Gap between HOMO and LUMO (eV): 6.94

```
180
Properties=species:S:1:pos:R:3:forces:R:3:lowdin_charge:R:1
C 3.27638 7.40968 5.18981 -0.036 -0.739 -0.606 -0.080
C 2.93399 6.01809 4.53975 -0.261 0.547 0.344 -0.127
N 1.79557 5.16708 5.25487 0.910 2.554 1.124 -0.173
C 0.68741 6.25942 5.49950 0.024 -1.181 0.337 0.010
C 1.20938 4.06180 4.35502 1.892 0.334 -0.548 -0.162
C 2.27248 2.97983 4.10563 -0.235 -0.094 0.945 -0.037
C 2.44895 4.66155 6.65455 -2.435 -0.417 -1.704 -0.027
C 1.54011 3.60613 7.36627 0.977 1.167 0.698 -0.179
O 0.60246 4.34765 8.15283 -0.124 0.826 -0.924 -0.196
C -0.58875 3.65972 8.53230 1.039 -1.812 0.799 -0.079
H 4.08699 7.83557 4.59852 0.128 -0.241 -0.215 0.077
H 3.69575 7.33138 6.19287 -0.392 -0.018 0.132 0.070
H 2.48874 8.15842 5.10559 -0.129 -0.276 0.354 0.067
H 3.89243 5.50473 4.46254 -0.420 -0.715 0.284 0.121
H 2.61983 6.19622 3.51132 -0.351 -0.204 0.076 0.128
H 0.50543 6.83311 4.59074 0.296 -0.323 -0.109 0.095
H 0.93738 6.94311 6.31079 0.420 -0.290 -0.098 0.089
H -0.25028 5.78275 5.78519 0.209 -0.332 -0.108 0.101
H 1.01497 4.56384 3.40725 -0.216 0.052 0.253 0.081
H 0.27663 3.66882 4.75953 0.179 0.216 0.259 0.122
H 3.06335 3.19837 3.38809 -0.611 0.153 -0.492 0.074
H 1.71729 2.07093 3.87375 0.392 -0.011 -0.359 0.084
H 2.84276 2.79228 5.01541 -0.214 -0.287 0.295 0.063
H 2.51453 5.55621 7.27375 -0.065 -0.171 -0.016 0.114
H 3.44471 4.27084 6.44502 -0.261 0.022 -0.235 0.116
H 2.29828 3.10629 7.96911 -0.066 -0.147 0.885 0.121
H 1.13577 2.75373 6.82036 -0.443 0.570 -0.685 0.115
H -1.38544 4.19321 9.05073 0.338 1.073 -0.765 0.088
H -0.23171 3.02062 9.33988 -0.314 -0.802 0.056 0.087
H -0.97515 3.04235 7.72135 -0.192 0.210 -0.018 0.059
C -4.42157 2.07708 -4.29532 1.175 0.760 -0.319 -0.051
C -3.60883 0.79687 -4.18614 -0.045 -1.704 -1.117 -0.148
N -2.21686 0.76183 -4.85709 1.227 3.383 -0.908 -0.202
C -2.23970 0.93531 -6.40605 -0.383 -0.400 1.275 0.022
C -1.44113 2.09101 -4.41322 -1.305 -0.281 1.012 -0.123
C -1.24495 2.27149 -2.87958 0.275 -0.966 -0.976 -0.047
C -1.35218 -0.46742 -4.52864 -0.686 0.773 0.571 -0.056
C -2.07404 -1.78501 -4.63824 -0.501 0.079 0.105 -0.197
O -2.54700 -2.00067 -5.97213 0.221 -1.095 0.731 -0.177
C -3.45282 -3.13088 -6.01031 -0.983 0.663 -0.158 -0.065
H -5.50514 1.97057 -4.34658 0.221 -0.583 0.167 0.092
H -4.09829 2.57970 -5.20690 -0.305 0.144 -0.266 0.060
H -4.18450 2.77585 -3.49306 -0.083 -0.153 0.185 0.079
H -4.05485 0.01131 -4.79609 -0.643 -0.137 0.476 0.118
H -3.51753 0.42117 -3.16701 0.221 0.086 -0.158 0.086
H -2.57742 1.91173 -6.75340 -0.012 0.156 0.627 0.087
H -2.92494 0.19285 -6.81506 0.607 -0.257 -0.042 0.098
H -1.17917 0.83364 -6.63635 -0.381 -0.333 -0.618 0.100
H -2.07873 2.92016 -4.71994 -0.195 -0.341 -0.331 0.094
H -0.52899 2.21117 -4.99774 0.118 -0.563 0.187 0.125
H -0.30408 1.77866 -2.63466 0.084 0.435 0.462 0.063
H -1.99414 1.81506 -2.23267 -0.320 -0.074 -0.310 0.070
H -1.26803 3.33693 -2.65066 0.333 -0.247 0.001 0.079
H -1.06548 -0.24639 -3.50051 0.204 -0.613 0.140 0.114
H -0.45309 -0.44803 -5.14456 -0.143 0.255 -0.140 0.142
H -2.90257 -1.80950 -3.93042 -0.365 0.132 -0.045 0.089
H -1.41403 -2.57330 -4.27620 0.374 -0.188 -0.356 0.122
H -4.36562 -2.84395 -5.48824 -0.206 0.169 0.028 0.068
H -3.20041 -4.08830 -5.55453 1.147 0.214 0.115 0.090
H -3.71298 -3.32119 -7.05156 0.241 0.153 -0.035 0.083
C -1.53390 -3.69399 2.07323 -0.415 -0.959 1.072 -0.064
C -1.99215 -2.40612 1.45540 1.877 1.176 0.031 -0.139
N -0.88660 -1.68182 0.63377 0.304 -0.906 -0.996 -0.181
C -1.34182 -0.28513 0.23632 -0.808 -0.851 -0.480 0.003
C 0.47141 -1.45988 1.45085 -0.903 -0.801 -0.349 -0.106
C 0.36264 -0.82992 2.86051 -0.847 -0.008 -1.009 -0.030
C -0.67967 -2.59041 -0.65302 2.232 1.661 -0.498 -0.020
C 0.65401 -2.24634 -1.42037 -0.716 1.361 -0.152 -0.120
O 0.67362 -0.85321 -1.86089 -0.492 0.142 0.927 -0.236
C 1.94805 -0.41638 -2.29239 0.514 -0.212 -0.608 -0.091
H -1.45970 -4.59743 1.46791 0.153 0.473 -0.609 0.063
H -2.34998 -3.96829 2.74171 -0.218 0.073 0.216 0.090
H -0.67084 -3.67388 2.73867 0.194 0.430 -0.267 0.083
H -2.10176 -1.61260 2.19460 -1.008 -0.530 0.402 0.102
H -2.88032 -2.61321 0.85844 0.125 0.664 -0.232 0.114
H -2.01203 -0.40489 -0.61492 -0.013 0.013 -0.015 0.066
H -0.50341 0.33699 -0.07691 -0.123 -0.170 0.445 0.072
H -1.96129 0.11907 1.03693 0.446 0.220 0.162 0.102
H 1.01871 -0.80190 0.77586 0.215 -0.177 0.225 0.102
H 0.91932 -2.45313 1.48117 0.214 0.192 0.064 0.102
H 1.36633 -0.74767 3.27757 -0.013 -0.121 -0.179 0.067
H -0.29053 -1.37611 3.54105 0.171 -0.258 -0.058 0.061
H -0.06635 0.16833 2.77345 0.096 0.194 0.035 0.061
H -1.50664 -2.44612 -1.34830 -0.295 0.184 0.520 0.102
H -0.56969 -3.65035 -0.42384 -0.304 0.144 0.546 0.125
H 0.71145 -2.74494 -2.38795 -0.020 -1.088 0.440 0.127
H 1.51146 -2.44643 -0.77785 0.169 -0.145 -0.212 0.111
H 2.68912 -0.25344 -1.50985 -0.145 -0.327 0.380 0.084
H 1.89984 0.52928 -2.83228 -0.662 0.125 0.122 0.069
H 2.35253 -1.11113 -3.02848 0.193 -0.323 0.100 0.075
C -5.90715 -0.13126 0.80401 0.483 -1.155 -1.236 -0.609
F -5.03281 0.43859 1.59234 0.003 0.606 0.332 0.157
F -5.86181 -1.46081 1.06435 -0.573 1.288 -0.011 0.096
F -7.14545 0.36232 0.99896 0.955 -0.449 -0.072 0.129
S -5.33916 0.18072 -1.06724 -0.092 -0.545 1.593 0.682
O -6.57262 0.25975 -1.81222 0.755 -0.447 0.054 -0.311
O -4.56288 1.39127 -1.07617 0.724 -0.636 0.148 -0.306
N -4.27367 -1.25759 -1.27374 -1.167 3.398 1.342 -0.289
S -5.27496 -2.23089 -1.92889 -4.010 -3.567 -2.243 0.566
O -6.59867 -2.48172 -1.26364 3.240 0.125 -1.016 -0.344
O -5.40802 -1.90148 -3.35326 0.334 -0.781 0.497 -0.362
C -4.35191 -4.02310 -1.91508 -0.220 1.050 2.069 -0.634
F -4.19086 -4.40424 -0.61432 -0.163 0.520 -0.557 0.092
F -5.01711 -4.97062 -2.51261 -1.035 0.006 -0.528 0.175
F -3.16199 -3.97216 -2.46140 0.884 0.581 -0.489 0.136
C -4.61393 2.90461 8.03750 -0.060 -1.436 0.733 -0.525
F -3.63262 2.33871 8.86862 -1.644 1.329 -1.344 0.057
F -5.81760 2.33516 8.40980 1.866 0.997 -0.641 0.085
F -4.68576 4.23959 8.23584 0.242 -1.452 -0.014 0.109
S -4.18290 2.58354 6.18286 -1.126 0.687 -2.570 0.702
O -5.29305 3.17783 5.41156 1.697 -0.903 2.128 -0.307
O -2.86106 3.18977 5.95908 -1.657 -0.810 1.473 -0.336
N -4.23349 0.89940 5.99396 -2.025 4.060 2.949 -0.295
S -3.16322 0.52616 5.00981 3.655 -2.947 -6.071 0.527
O -3.37130 -0.83110 4.50265 -0.031 0.840 1.533 -0.318
O -2.82078 1.41493 3.88322 -0.438 -0.589 2.506 -0.317
C -1.57517 0.33585 6.09575 -0.052 0.304 -1.352 -0.594
F -0.63568 1.26492 5.72827 -0.448 -0.752 0.517 0.070
F -1.83137 0.48915 7.40010 0.242 -0.024 -0.153 0.104
F -1.05617 -0.88561 5.89249 -0.012 0.696 0.396 0.112
C 6.84961 -2.74464 -0.94610 -0.090 1.116 1.181 -0.533
F 7.33019 -3.88324 -0.35019 0.142 1.960 -0.309 0.091
F 7.74877 -1.62646 -0.94572 -1.043 -3.058 -0.077 0.029
F 6.54316 -3.09577 -2.17724 0.320 0.674 0.199 0.153
S 5.25595 -2.03817 -0.09516 1.701 1.869 -0.443 0.631
O 5.16301 -0.67893 -0.61943 0.535 -1.345 0.811 -0.311
O 4.23689 -2.92541 -0.52557 -0.602 -0.975 -0.143 -0.294
N 5.59707 -2.08884 1.56510 0.412 -0.322 -3.224 -0.303
S 4.19252 -1.96681 2.20988 -2.125 -0.432 2.226 0.555
O 3.61882 -0.61966 2.09162 0.473 -1.499 0.589 -0.315
O 3.28679 -3.09509 2.01343 0.242 0.987 0.141 -0.331
C 4.66244 -2.29461 4.07039 -0.595 2.058 -2.942 -0.666
F 3.74125 -1.63392 4.74603 -1.153 -0.216 1.123 0.113
F 4.63484 -3.58136 4.37428 0.750 0.476 0.393 0.152
F 5.79076 -1.62183 4.33187 0.878 -1.174 0.533 0.104
C 0.97326 -7.52383 -4.80041 -0.235 0.390 2.949 -0.655
F 0.46252 -8.69609 -5.13475 -0.086 0.110 -0.333 0.144
F 2.04002 -7.73493 -3.98947 -0.988 -0.118 0.075 0.107
F 1.44701 -6.86352 -5.79188 -0.021 0.694 -2.085 0.177
S -0.43071 -6.38045 -3.89914 -0.643 0.124 0.328 0.748
O -0.18953 -5.01872 -4.42807 0.106 -2.315 1.451 -0.350
O -1.78575 -6.92934 -4.19034 3.061 0.758 0.534 -0.352
N 0.09055 -6.60573 -2.23021 0.277 3.139 -4.134 -0.318
S -0.85666 -7.56235 -1.54213 -3.767 -2.157 3.542 0.512
O -2.25911 -7.14498 -1.27456 2.536 -0.205 -0.259 -0.349
O -0.70145 -8.90681 -2.01320 -0.036 -1.081 -0.239 -0.333
C -0.06180 -7.69081 0.27755 -0.330 0.758 -2.258 -0.623
F 1.26312 -7.90954 0.15396 -0.699 -0.091 0.543 0.109
F -0.27313 -6.54028 0.91295 0.343 0.241 0.315 0.102
F -0.63651 -8.64803 1.01116 0.354 -0.089 -0.397 0.122
C 2.02227 3.71957 -1.56145 -0.688 1.807 -0.687 -0.559
F 2.77358 4.82999 -1.69975 -0.215 -0.149 0.635 0.098
F 0.81333 4.07040 -2.19710 2.020 -1.228 1.082 0.042
F 2.68909 2.77938 -2.22414 -1.130 -0.049 0.536 0.146
S 1.77586 3.29169 0.32070 1.255 -0.600 0.033 0.740
O 1.37350 1.87069 0.31978 0.501 2.851 -0.203 -0.312
O 3.10991 3.60034 0.89314 -2.854 0.052 -0.947 -0.326
N 0.53781 4.47919 0.78192 3.120 -1.680 -0.676 -0.291
S -0.57878 3.56359 1.38128 -4.567 -2.021 -0.179 0.536
O -1.41308 2.88781 0.39005 0.495 1.187 0.330 -0.314
O -0.20035 2.67452 2.44700 0.584 0.503 0.782 -0.326
C -1.84102 4.79372 2.29232 1.325 -2.042 -1.108 -0.621
F -2.60717 4.06435 3.10249 0.310 0.784 -0.822 0.144
F -1.09267 5.60873 3.03008 0.017 0.996 0.616 0.096
F -2.55766 5.50100 1.42424 -0.109 -0.040 0.391 0.141
C 3.69513 -1.59828 -5.83040 -0.649 -1.271 -0.818 -0.528
F 2.68347 -1.51753 -6.79998 1.778 0.048 1.948 0.062
F 3.82269 -0.40508 -5.22206 -0.276 -1.366 -0.501 0.118
F 3.33958 -2.59208 -4.93276 0.342 1.940 -1.195 0.080
S 5.33378 -2.22158 -6.66551 1.051 0.327 -0.818 0.698
O 6.31556 -2.43503 -5.62260 -1.232 0.566 -0.488 -0.306
O 4.97617 -3.39001 -7.48544 0.052 2.170 1.581 -0.321
N 5.80217 -0.77649 -7.56221 -1.904 -1.618 3.765 -0.307
S 5.73308 -1.23571 -9.01349 -0.323 -1.025 -3.594 0.523
O 6.84821 -2.13981 -9.23661 -0.556 0.148 -1.312 -0.340
O 4.39180 -1.54431 -9.56667 2.315 0.733 0.466 -0.345
C 6.23619 0.38849 -9.91425 -0.067 -2.582 -0.568 -0.649
F 6.18196 0.20403 -11.28790 -0.099 0.264 1.318 0.063
F 5.36727 1.30358 -9.57606 -0.085 1.251 -0.052 0.138
F 7.49461 0.73287 -9.64172 -0.306 0.469 0.137 0.119
```
Positions in Å, forces in eV/Å.

---

No. 2
Here is a structure of composition CH3FIN in a non-equilibrium geometry from the OMol25 dataset. Energies are from ωB97M-V/def2-TZVPD.

Results
LUMO (eV): 0.24
Gap between HOMO and LUMO (eV): 10.29

```
7
Properties=species:S:1:pos:R:3:forces:R:3:nbo_charge:R:1
C 0.90155 0.43897 0.36226 -2.034 2.223 1.199 0.127
N 0.00475 -0.34104 -0.31002 -0.938 0.804 2.086 -0.813
F 0.66903 2.11627 -0.19645 0.652 -2.939 1.078 -0.546
I 2.88598 -0.04546 0.01219 0.202 0.177 -0.183 0.194
H 0.73533 0.61097 1.52196 0.048 -0.137 -2.823 0.232
H 0.27884 -0.81034 -1.11347 0.692 -0.647 -1.579 0.393
H -1.01638 -0.37991 -0.13620 1.378 0.520 0.222 0.412
```
Positions in Å, forces in eV/Å.